[1]
Below is a structure of composition CH3F2N4O at a distorted geometry, with properties calculated with ωB97M-V with the def2-TZVPD basis set.

CARTESIAN COORDINATES (ANGSTROEM)
C  -0.900  0.104  0.253
N  -1.545  1.751  -1.385
N  -1.258  0.949  -0.531
N  0.687  -0.812  -0.470
N  1.710  -0.913  0.249
O  -1.107  -0.457  1.386
F  2.492  0.108  0.649
F  1.747  -1.735  1.286
H  -1.159  2.693  -1.354
H  0.958  -0.430  -1.408
H  -1.626  -1.257  1.325

Its multiplicity is 1. For the gap between HOMO and LUMO (spin up / spin down), the calculation gives 0.275 / 0.304 hartree. As for the net charge: +1. The value obtained for the highest occupied orbital energy (spin up / spin down) is -14.280 / -14.659 eV. As for the LUMO energy (spin up / spin down): -6.7887 / -6.3869 eV. For the energy above the lowest of the compared OMol25 structures with the same formula, charge and spin, the calculation gives 2.674 eV.

=====

[2]
Below is an isolated molecule of C2H3N5O at a distorted geometry, with properties calculated with ωB97M-V with the def2-TZVPD basis set.

CARTESIAN COORDINATES (ANGSTROEM)
H  -0.889  0.987  2.478
N  -0.939  0.614  1.524
C  -0.408  1.488  0.580
N  -0.296  1.086  -0.737
C  0.276  -0.042  -0.984
N  0.200  -1.064  0.020
N  0.643  -2.078  -0.580
N  0.849  -2.034  -1.788
O  0.635  -0.654  -2.160
H  -0.130  2.621  0.644
H  0.060  -0.924  1.001

Its multiplicity is 1. For the gap between HOMO and LUMO, the calculation gives 0.363 hartree. The value obtained for the highest occupied orbital energy is -9.684 eV. As for the LUMO energy: 0.1834 eV. For the energy above the lowest of the compared OMol25 structures with the same formula, charge and spin, the calculation gives 4.488 eV.

=====

[3]
Below is a structure of composition C38H94Br2N6 at a distorted geometry, with properties calculated with ωB97M-V with the def2-TZVPD basis set.

CARTESIAN COORDINATES (ANGSTROEM)
Br  -0.341  -2.276  -1.203
C  -0.179  -0.488  -0.460
C  -1.127  -0.195  0.671
Br  -0.730  1.599  1.050
H  -0.375  0.154  -1.315
H  0.873  -0.409  -0.207
H  -0.959  -0.793  1.620
H  -2.156  -0.354  0.377
C  -0.176  -3.768  4.738
C  -0.726  -4.152  3.396
N  -2.004  -3.381  3.118
C  -2.283  -3.184  1.748
C  -2.718  -4.373  0.915
C  -3.093  -3.708  4.010
C  -3.332  -2.537  5.032
H  0.826  -4.202  4.843
H  -0.735  -4.219  5.565
H  -0.075  -2.667  4.816
H  -0.085  -4.007  2.554
H  -0.807  -5.306  3.331
H  -3.005  -2.373  1.647
H  -1.401  -2.882  1.230
H  -3.596  -4.771  1.397
H  -2.926  -4.101  -0.173
H  -1.958  -5.160  0.957
H  -2.783  -4.519  4.655
H  -4.016  -3.941  3.530
H  -3.402  -1.523  4.571
H  -2.565  -2.464  5.819
H  -4.235  -2.761  5.625
C  1.280  -1.111  -5.051
C  0.992  0.445  -5.003
N  -0.197  0.765  -4.260
C  -1.419  -0.022  -4.590
C  -2.160  0.354  -5.911
C  -0.470  2.237  -4.199
C  -1.232  2.680  -2.982
H  0.623  -1.723  -5.669
H  1.352  -1.584  -4.033
H  2.304  -1.221  -5.451
H  1.811  0.818  -4.395
H  1.033  0.936  -6.042
H  -1.115  -1.013  -4.536
H  -2.186  0.124  -3.795
H  -1.542  0.172  -6.833
H  -3.009  -0.361  -5.969
H  -2.540  1.318  -5.956
H  -0.956  2.492  -5.115
H  0.513  2.688  -4.181
H  -1.457  3.716  -3.051
H  -0.637  2.516  -2.142
H  -2.153  2.167  -3.039
C  0.639  -6.944  -1.158
C  2.178  -6.922  -0.647
N  2.446  -6.033  0.504
C  2.333  -4.684  0.159
C  3.209  -3.752  1.051
C  1.771  -6.417  1.761
C  2.149  -7.807  2.332
H  -0.175  -7.364  -0.502
H  0.651  -7.494  -2.115
H  0.314  -5.919  -1.353
H  2.627  -7.939  -0.462
H  2.704  -6.551  -1.554
H  2.730  -4.572  -0.864
H  1.300  -4.340  0.180
H  3.210  -4.109  2.071
H  4.231  -3.731  0.668
H  2.766  -2.751  0.978
H  0.620  -6.445  1.748
H  2.035  -5.583  2.429
H  3.199  -7.814  2.445
H  1.839  -8.583  1.643
H  1.795  -7.904  3.371
C  -3.959  1.411  2.784
C  -4.399  1.496  1.351
N  -5.029  0.295  0.806
C  -6.126  -0.222  1.569
C  -7.186  0.909  1.905
C  -5.190  0.352  -0.664
C  -4.032  -0.105  -1.539
H  -3.383  2.342  3.105
H  -3.338  0.542  3.056
H  -4.807  1.428  3.480
H  -4.945  2.407  1.174
H  -3.529  1.534  0.696
H  -5.665  -0.655  2.486
H  -6.629  -1.029  1.001
H  -8.066  0.631  2.492
H  -7.634  1.269  0.924
H  -6.767  1.837  2.316
H  -5.964  -0.305  -0.981
H  -5.596  1.403  -0.955
H  -4.377  -0.023  -2.553
H  -3.196  0.525  -1.444
H  -3.756  -1.147  -1.362
C  0.647  5.304  -0.089
C  2.025  5.971  0.289
N  2.035  7.181  1.105
C  1.728  6.913  2.498
C  2.853  6.211  3.213
C  1.075  8.191  0.601
C  1.410  9.667  0.894
H  0.692  4.278  -0.363
H  0.130  5.963  -0.800
H  -0.119  5.307  0.760
H  2.650  5.235  0.814
H  2.578  6.196  -0.684
H  1.590  7.875  2.954
H  0.742  6.412  2.615
H  2.978  5.160  3.047
H  3.711  6.807  3.023
H  2.631  6.336  4.239
H  0.064  7.907  0.839
H  1.105  8.125  -0.520
H  2.332  9.864  0.322
H  1.596  9.827  1.999
H  0.649  10.475  0.640
C  4.069  2.076  1.119
C  4.910  2.118  -0.173
N  4.377  1.158  -1.126
C  5.450  0.590  -1.980
C  5.202  -0.744  -2.585
C  3.191  1.546  -1.890
C  3.200  2.544  -3.013
H  2.966  1.915  0.955
H  4.283  2.980  1.787
H  4.271  1.219  1.829
H  5.063  3.102  -0.649
H  5.943  1.851  0.109
H  5.700  1.236  -2.794
H  6.395  0.556  -1.469
H  4.436  -0.807  -3.437
H  6.106  -1.153  -2.995
H  4.840  -1.404  -1.799
H  2.432  1.926  -1.125
H  2.740  0.621  -2.299
H  3.926  2.399  -3.815
H  3.491  3.565  -2.586
H  2.158  2.638  -3.448

Its multiplicity is 1. For the gap between HOMO and LUMO, the calculation gives 0.317 hartree. The value obtained for the highest occupied orbital energy is -7.977 eV. As for the LUMO energy: 0.6501 eV. For the energy above the lowest of the compared OMol25 structures with the same formula, charge and spin, the calculation gives 1.494 eV.

=====

[4]
Below is a cluster of 3 separate species, C12H19O6PS in total at a distorted geometry, with properties calculated with ωB97M-V with the def2-TZVPD basis set.

CARTESIAN COORDINATES (ANGSTROEM)
S  -1.897  6.923  -3.289
P  -0.666  5.144  -3.612
C  -0.288  4.561  -1.792
C  -0.917  3.184  -1.126
C  -0.558  2.825  0.440
C  0.418  3.881  1.260
C  1.067  5.249  0.622
C  0.708  5.599  -0.939
H  -2.474  6.806  -1.992
H  -1.435  4.118  -4.295
H  -1.616  2.517  -1.826
H  -1.036  1.858  0.906
H  0.671  3.628  2.388
H  1.771  6.008  1.212
H  1.133  6.581  -1.460
C  -1.020  -3.439  -2.442
O  -0.869  -2.164  -1.820
C  0.419  -1.799  -1.600
O  1.409  -2.455  -1.884
O  0.416  -0.577  -1.010
C  1.713  -0.062  -0.718
H  -2.089  -3.628  -2.569
H  -0.549  -3.445  -3.430
H  -0.603  -4.228  -1.808
H  2.293  0.067  -1.637
H  2.239  -0.717  -0.015
H  1.591  0.918  -0.248
C  0.852  -5.322  4.418
O  -0.091  -5.132  3.365
C  0.020  -3.940  2.725
O  0.831  -3.063  2.978
O  -0.929  -3.893  1.756
C  -0.931  -2.686  0.996
H  0.672  -6.307  4.858
H  1.875  -5.301  4.029
H  0.716  -4.566  5.198
H  0.021  -2.559  0.470
H  -1.138  -1.825  1.639
H  -1.729  -2.758  0.251

Its multiplicity is 1. For the gap between HOMO and LUMO, the calculation gives 0.293 hartree. The value obtained for the highest occupied orbital energy is -8.299 eV. As for the LUMO energy: -0.3200 eV. For the energy above the lowest of the compared OMol25 structures with the same formula, charge and spin, the calculation gives 6.005 eV.